# 1
C19H64O13 | ωB97M-V/def2-TZVPD

```
96
Properties=species:S:1:pos:R:3
C -0.737 -1.010 0.223
C 0.538 -1.084 -0.665
C 1.323 0.197 -0.662
O 1.335 -2.178 -0.229
H -1.222 -1.985 0.259
H -1.393 -0.189 -0.066
H -0.514 -0.791 1.268
H 0.192 -1.278 -1.680
H 2.064 0.099 -1.455
H 1.789 0.334 0.313
H 0.696 1.064 -0.873
H 0.807 -2.960 -0.056
C 6.005 -5.822 2.671
C 7.032 -4.930 2.008
C 7.649 -5.496 0.685
O 6.481 -3.649 1.929
H 5.350 -6.402 2.020
H 5.354 -5.311 3.381
H 6.515 -6.526 3.328
H 7.909 -4.807 2.642
H 6.859 -5.460 -0.066
H 7.988 -6.512 0.882
H 8.466 -4.878 0.311
H 5.674 -3.698 1.411
C 3.655 7.436 5.484
C 3.668 7.797 4.059
C 4.183 6.652 3.150
O 2.302 8.046 3.669
H 3.143 6.504 5.727
H 3.132 8.282 5.929
H 4.635 7.387 5.958
H 4.309 8.666 3.909
H 4.104 6.883 2.087
H 3.797 5.642 3.289
H 5.269 6.637 3.250
H 1.903 8.639 4.310
C -4.562 4.140 -3.110
O -4.082 5.487 -3.055
H -5.237 3.987 -3.952
H -3.783 3.406 -3.317
H -5.056 3.909 -2.166
H -3.562 5.551 -2.250
C -4.365 -2.101 -5.946
O -5.463 -1.695 -5.152
H -4.679 -2.377 -6.952
H -3.714 -1.230 -6.022
H -3.908 -2.992 -5.515
H -5.951 -1.030 -5.643
C 8.258 1.447 -2.541
O 7.948 1.256 -3.918
H 9.084 2.158 -2.540
H 7.409 1.714 -1.911
H 8.703 0.581 -2.053
H 7.088 0.829 -3.920
C -3.522 1.432 8.033
O -4.918 1.423 8.056
H -3.080 1.155 7.075
H -3.068 2.413 8.178
H -3.125 0.784 8.814
H -5.224 1.852 8.858
C -2.091 5.053 2.399
O -1.377 5.524 1.291
H -3.081 4.631 2.223
H -1.466 4.293 2.868
H -2.250 5.846 3.130
H -0.757 6.171 1.635
C -7.760 2.598 3.070
O -7.694 3.390 4.221
H -8.408 1.788 3.406
H -8.366 3.094 2.312
H -6.899 2.051 2.685
H -7.293 2.898 4.941
C -1.896 -7.979 -0.172
O -0.504 -7.702 -0.039
H -2.078 -8.522 -1.099
H -2.340 -8.638 0.575
H -2.418 -7.043 0.026
H 0.010 -8.509 -0.117
C 0.824 -6.014 -5.879
O 0.726 -5.202 -7.030
H -0.152 -6.346 -5.524
H 1.471 -6.833 -6.192
H 1.282 -5.478 -5.048
H 0.069 -5.530 -7.648
C -9.245 -2.189 -0.265
O -7.977 -2.733 -0.079
H -9.726 -2.605 -1.151
H -9.934 -2.432 0.544
H -9.113 -1.126 -0.464
H -7.442 -2.459 -0.828
C 2.289 0.788 -6.923
O 3.198 -0.297 -6.623
H 2.559 1.606 -6.256
H 2.379 1.165 -7.942
H 1.269 0.462 -6.717
H 2.736 -1.124 -6.779
```

For the energy above the lowest of the compared OMol25 structures with the same formula, charge and spin, the calculation gives 4.163 eV. The HOMO energy comes out at -10.02 eV. Its net charge is 0.


# 2
C38H50F25N2O5S | ωB97M-V/def2-TZVPD

```
121
Properties=species:S:1:pos:R:3
C -2.661 -4.953 5.468
C -2.009 -3.611 5.718
S -0.238 -3.764 5.454
C 0.373 -2.201 6.103
C 0.669 -1.083 5.049
C 2.127 -0.726 5.182
C 2.562 0.533 5.414
C 3.896 0.777 5.489
C 4.749 -0.249 5.324
C 4.253 -1.487 5.122
N 2.958 -1.758 5.049
C -0.338 0.010 5.377
N -0.737 0.645 4.060
C -1.017 2.106 4.018
C -2.469 2.346 4.304
C -3.383 2.260 3.116
F -2.871 1.437 5.267
C 0.211 0.033 3.067
C 0.265 -1.384 3.598
C 1.103 -2.341 2.786
C 0.256 -3.360 2.002
C 0.517 -3.319 0.505
C 1.807 -4.034 0.136
C 3.106 -3.261 0.223
C 3.081 -1.922 -0.429
O 4.408 -1.423 -0.576
C 4.844 -0.626 0.442
C 3.926 0.486 0.827
O 5.958 -0.791 0.979
H -3.458 -4.849 4.762
H -1.933 -5.652 5.108
H -3.063 -5.335 6.379
H -2.174 -3.281 6.724
H -2.436 -2.856 5.085
H 1.243 -2.425 6.683
H -0.370 -1.863 6.792
H 1.880 1.345 5.521
H 4.270 1.756 5.678
H 5.803 -0.103 5.350
H 4.929 -2.307 5.018
H -0.028 0.723 6.111
H -1.267 -0.337 5.773
H -1.630 0.222 3.813
H -0.370 2.660 4.669
H -0.832 2.438 3.019
H -2.563 3.326 4.725
H -3.752 3.231 2.873
H -4.239 1.664 3.357
H -2.910 1.862 2.244
H 1.136 0.541 3.252
H -0.086 0.138 2.048
H -0.765 -1.707 3.650
H 1.775 -2.876 3.418
H 1.622 -1.778 2.033
H -0.794 -3.250 2.219
H 0.522 -4.344 2.329
H -0.285 -3.818 0.017
H 0.471 -2.291 0.176
H 1.710 -4.378 -0.880
H 1.884 -4.907 0.749
H 3.851 -3.832 -0.298
H 3.451 -3.208 1.239
H 2.439 -1.247 0.110
H 2.649 -2.020 -1.406
H 3.027 0.442 0.251
H 4.390 1.441 0.713
H 3.645 0.325 1.849
C -5.209 -6.736 -2.941
C -6.157 -6.001 -1.969
C -6.190 -4.466 -1.951
F -5.009 -3.920 -1.610
F -7.097 -4.070 -1.029
F -5.984 -6.473 -0.717
F -7.415 -6.350 -2.359
O -3.965 -7.267 -2.486
C -2.774 -6.592 -2.427
C -2.251 -6.472 -0.990
F -3.139 -5.874 -0.177
F -1.121 -5.722 -0.994
F -2.814 -5.398 -3.052
F -1.857 -7.340 -3.074
H -5.765 -7.633 -3.203
H -5.087 -6.179 -3.869
H -6.494 -4.082 -2.928
H -2.028 -7.461 -0.586
C 1.396 2.745 -3.170
C 0.877 1.977 -1.938
C -0.568 2.167 -1.482
F -0.848 3.422 -1.114
F -0.757 1.370 -0.384
F 1.712 2.165 -0.891
F 0.944 0.655 -2.269
O 2.175 3.926 -3.011
C 1.684 5.202 -2.874
C 2.071 5.849 -1.537
F 1.664 5.102 -0.491
F 1.477 7.057 -1.455
F 0.359 5.262 -3.113
F 2.279 5.946 -3.829
H 2.105 2.053 -3.619
H 0.608 2.885 -3.909
H -1.264 1.853 -2.263
H 3.154 5.967 -1.484
C 1.266 6.827 -6.900
C 1.029 5.341 -7.260
C 1.576 4.794 -8.586
F 1.062 5.419 -9.654
F 1.238 3.486 -8.668
F -0.284 5.052 -7.139
F 1.669 4.598 -6.305
O 0.218 7.766 -7.113
C -0.032 8.434 -8.289
C -1.405 8.087 -8.882
F -1.536 6.765 -9.086
F -1.533 8.722 -10.065
F 0.961 8.289 -9.185
F -0.097 9.747 -7.984
H 1.377 6.834 -5.820
H 2.217 7.189 -7.291
H 2.666 4.878 -8.608
H -2.192 8.417 -8.201
```

The HOMO energy comes out at -11.05 eV. Its net charge is +1.


# 3
C4H9NO | ωB97M-V/def2-TZVPD

```
15
Properties=species:S:1:pos:R:3
C -0.997 -0.940 -0.088
C 1.689 0.085 -1.113
C -0.980 1.131 1.300
C -0.300 0.359 0.188
O -0.355 -2.100 0.170
N 0.976 0.609 0.019
H 0.597 -1.937 0.248
H -2.079 -1.022 -0.029
H -0.849 -0.046 -1.114
H 2.738 0.372 -1.012
H 1.315 0.544 -2.041
H 1.673 -1.004 -1.287
H -2.038 1.290 1.087
H -0.897 0.566 2.227
H -0.494 2.093 1.445
```

For the energy above the lowest of the compared OMol25 structures with the same formula, charge and spin, the calculation gives 4.456 eV. The HOMO energy comes out at -8.18 eV. Its net charge is 0.


# 4
C36H45F5N9S2SiTi | ωB97M-V/def2-TZVPD

```
99
Properties=species:S:1:pos:R:3
Ti -0.409 -0.642 0.385
C 3.571 -0.322 0.076
C 2.614 0.835 0.286
N 1.444 0.533 1.156
C 1.876 0.044 2.495
C 2.634 1.054 3.350
C 0.651 1.777 1.257
C -0.563 1.583 2.155
N -1.184 0.280 1.868
C -2.228 -0.133 2.714
C -2.533 -1.489 2.760
F -1.793 -2.287 1.978
C -3.536 -2.018 3.534
F -3.749 -3.335 3.509
C -4.313 -1.195 4.323
C -4.037 0.154 4.292
F -4.773 0.999 5.015
C -3.020 0.683 3.515
F -2.858 2.016 3.528
H 4.265 -0.051 -0.722
H 3.047 -1.237 -0.204
H 4.167 -0.541 0.963
H 2.214 1.161 -0.674
H 3.145 1.691 0.710
H 2.518 -0.810 2.316
H 1.004 -0.326 3.030
H 3.569 1.368 2.882
H 2.887 0.574 4.296
H 2.049 1.945 3.584
H 0.346 2.039 0.243
H 1.254 2.609 1.629
H -1.240 2.414 1.988
H -0.276 1.623 3.208
H -5.104 -1.592 4.943
C -4.185 -0.201 0.216
Si -3.448 -1.600 -0.792
C -4.050 -3.230 -0.113
C -4.017 -1.337 -2.550
N -1.658 -1.497 -0.766
C -0.941 -2.209 -1.745
C -1.340 -3.383 -2.385
C -0.523 -4.000 -3.321
C 0.716 -3.471 -3.654
C 1.153 -2.311 -3.029
C 0.315 -1.739 -2.118
F 0.734 -0.589 -1.420
H -4.983 0.259 -0.374
H -3.471 0.578 0.473
H -4.638 -0.570 1.140
H -4.965 -3.071 0.465
H -3.313 -3.699 0.542
H -4.289 -3.938 -0.912
H -5.035 -1.724 -2.664
H -3.387 -1.834 -3.292
H -4.043 -0.271 -2.786
H -2.290 -3.830 -2.121
H -0.857 -4.917 -3.789
H 1.346 -3.963 -4.383
H 2.121 -1.873 -3.232
N -4.032 4.608 -4.629
C -3.481 3.911 -3.901
C -2.786 3.038 -2.987
C -2.149 1.896 -3.443
C -1.485 1.098 -2.530
N -1.434 1.356 -1.222
C -2.052 2.464 -0.801
C -2.736 3.330 -1.629
H -2.155 1.636 -4.493
H -0.973 0.216 -2.885
H -2.014 2.673 0.258
H -3.212 4.214 -1.229
C 2.385 5.554 -3.144
N 3.207 4.387 -3.383
C 4.477 4.486 -4.102
C 4.933 3.023 -4.200
N 3.721 2.310 -3.809
C 2.769 3.119 -3.298
S 1.294 2.611 -2.679
H 3.034 6.404 -2.937
H 1.742 5.373 -2.287
H 1.758 5.787 -4.009
H 5.181 5.106 -3.548
H 4.325 4.935 -5.086
H 5.758 2.806 -3.519
H 5.240 2.755 -5.208
H 3.655 1.313 -3.730
C 1.159 -3.725 5.620
C 1.877 -3.538 4.318
C 3.250 -3.709 4.194
C 3.802 -3.485 2.948
N 3.072 -3.136 1.887
C 1.762 -3.029 2.099
S 0.755 -2.709 0.673
N 1.136 -3.190 3.261
H 1.764 -4.281 6.334
H 0.219 -4.248 5.448
H 0.918 -2.752 6.054
H 3.861 -4.005 5.035
H 4.870 -3.582 2.779
```

For the energy above the lowest of the compared OMol25 structures with the same formula, charge and spin, the calculation gives 1.137 eV. The HOMO energy comes out at -10.63 eV. Its net charge is +1.